(1)
The following is a quantum chemistry calculation of C18H13N2O3PtS4 as an isolated structure in a non-equilibrium geometry, from the OMol25 dataset.

Each line ends with the Löwdin charge.
CARTESIAN COORDINATES (ANGSTROEM)
C: 0.595 3.119 0.939  -0.0073
S: -2.155 -1.684 0.605  0.6855
S: -2.078 0.893 2.849  0.7068
C: -3.240 1.793 -0.552  -0.4603
C: 2.459 1.812 0.016  -0.1288
C: -3.489 -2.776 4.520  -0.9560
C: 0.599 -1.800 -1.701  -0.2182
C: -2.579 -0.693 3.162  -1.1149
Pt: -1.737 0.729 0.247  0.9402
H: 3.401 4.988 0.807  0.1132
C: -0.983 0.389 -2.457  -0.1347
C: 1.112 -0.480 -1.618  -0.1605
O: 0.407 0.800 0.582  -0.1852
C: -1.481 -0.914 -2.539  -0.0978
H: 4.330 2.872 -0.033  0.1221
H: -1.561 1.219 -2.841  0.1104
H: 0.990 5.170 1.315  0.1219
C: 1.097 1.863 0.501  -0.3740
C: 1.398 4.222 0.998  -0.0302
H: 0.708 -4.505 -2.207  0.1054
H: 0.756 1.589 -2.062  0.1364
H: 0.078 -4.178 -0.572  0.0960
C: 0.954 -4.110 -1.220  -0.0392
N: -4.192 2.277 -0.966  0.0296
O: -3.937 -3.503 5.338  0.0338
S: -3.158 -3.286 2.829  1.0345
H: -0.462 3.156 1.202  0.0964
C: 3.025 0.663 -0.565  0.0490
C: 2.766 4.125 0.687  -0.0582
O: 1.430 -2.777 -1.287  -0.0684
N: 2.428 -0.343 -1.175  0.1526
H: 2.980 -1.183 -1.334  0.1745
H: -2.479 -1.087 -2.914  0.1257
C: -2.619 -1.738 2.245  -1.0951
S: -3.066 -1.072 4.800  1.0262
C: 3.284 2.944 0.227  -0.0155
C: -0.694 -1.995 -2.181  -0.0640
H: -1.091 -2.992 -2.276  0.1162
C: 0.331 0.595 -2.038  -0.0270
H: 4.108 0.593 -0.535  0.1548
H: 1.766 -4.694 -0.793  0.1043

## Properties
- DFT total energy (eV) = -74577.2183
- LUMO (spin up / spin down) (eV) = -4.3 / -6.7
- spin multiplicity = 5
- highest occupied orbital energy (spin up / spin down) (eV) = -11.32 / -11.69
- gap between HOMO and LUMO (spin up / spin down) (eV) = 7.027 / 4.960
- <S²> = 6.030
- total charge = +1

---

(2)
The following is a quantum chemistry calculation of C18H13N5NiO4 as an isolated structure, from the OMol25 dataset.

Each line ends with the Löwdin charge.
CARTESIAN COORDINATES (ANGSTROEM)
H: -2.479 -5.594 -0.801  0.1121
O: 0.392 -0.141 -0.153  -0.1396
H: -2.331 -1.658 -2.500  0.1143
H: -0.512 5.136 0.827  0.1077
Ni: -1.587 0.147 -0.018  0.6903
C: -0.815 2.713 3.166  0.0141
C: -2.423 -3.706 -1.827  -0.0454
C: 4.989 0.354 -1.848  -0.0911
C: 2.787 0.806 -2.708  -0.0224
H: 2.611 -0.408 0.448  0.1114
C: -1.966 -1.896 1.992  -0.4273
C: 3.067 -0.074 -0.471  -0.0098
N: -2.183 -1.779 -0.455  0.0487
O: -1.171 0.852 -1.915  -0.1877
C: 4.441 -0.080 -0.651  -0.0745
H: 5.087 -0.424 0.146  0.1056
C: -2.403 -4.519 -0.703  -0.0395
C: -1.514 0.312 2.863  -0.4276
H: -2.514 -4.122 -2.821  0.1076
H: -0.700 2.483 4.216  0.1226
H: 6.062 0.348 -1.992  0.1022
C: -2.274 -3.934 0.546  0.0136
C: -2.157 -2.558 0.633  -0.1571
N: -1.827 -0.548 1.854  0.0630
C: -1.187 3.133 0.500  -0.0980
H: -2.254 -4.510 1.460  0.1227
C: -0.725 4.178 1.280  -0.0449
C: -0.535 3.961 2.637  -0.0399
N: 0.835 0.373 -1.286  -0.2047
C: -1.256 1.712 2.318  -0.1580
C: 2.249 0.371 -1.501  -0.1673
C: -2.314 -2.337 -1.657  -0.0961
H: 2.128 1.145 -3.493  0.1050
H: -0.166 4.755 3.274  0.1121
O: -1.424 0.108 4.054  0.1007
O: -1.956 -2.575 2.995  0.1009
C: 4.161 0.794 -2.871  -0.0824
N: -1.440 1.928 1.009  0.0481
H: -1.363 3.251 -0.561  0.1135
N: 0.081 0.869 -2.177  -0.0072
H: 4.587 1.130 -3.807  0.1041

## Properties
- DFT total energy (eV) = -75559.8238
- LUMO (spin up / spin down) (eV) = -0.1 / -0.2
- spin multiplicity = 3
- highest occupied orbital energy (spin up / spin down) (eV) = -8.58 / -8.50
- gap between HOMO and LUMO (spin up / spin down) (eV) = 8.482 / 8.307
- <S²> = 2.005